No. 1
14
Properties=species:S:1:pos:R:3:forces:R:3:lowdin_charge:R:1 method="wB97M-V/def2-TZVPD" de_lowest_kj_mol=101.6 gap_ev=8.7 e_lumo_ev=-4.105 homo_energy_ev=-12.8154 total_charge=+1 fmax_ha_per_bohr=0.0801
N -0.92018 -2.15422 -0.75896 -1.1 -3.8 -0.9 0.218
H -1.52273 -2.86627 -1.30533 1.1 1.4 0.4 0.184
H -1.44237 -2.17243 0.12145 0.3 0.9 0.2 0.133
H -0.02437 -2.71383 -0.59232 -1.0 1.7 -0.5 0.185
H -0.90066 -1.21857 -1.24239 0.7 -0.5 0.9 0.043
C 1.22141 1.80777 -0.78367 -0.6 1.0 2.2 -0.372
S -0.18150 0.74976 -0.36523 0.2 0.4 1.1 0.773
C -0.13829 0.66104 1.47131 -1.1 0.0 1.2 -0.398
H 2.07040 1.29653 -1.15996 0.6 -0.4 -0.3 0.028
H 1.44305 2.37646 0.15325 0.2 -0.8 -0.6 0.065
H 0.87261 2.59971 -1.39573 -0.3 0.4 -1.1 0.022
H -0.54866 -0.29610 1.78116 -0.8 -0.3 -0.4 0.002
H 0.79941 0.51236 1.98284 1.0 0.6 -0.6 0.040
H -0.72811 1.41780 2.09357 0.8 -0.6 -1.5 0.079


No. 2
14
Properties=species:S:1:pos:R:3:forces:R:3:lowdin_charge:R:1 method="wB97M-V/def2-TZVPD" de_lowest_kj_mol=131.6 gap_ev=10.5 e_lumo_ev=-3.618 homo_energy_ev=-14.1526 total_charge=+1 fmax_ha_per_bohr=0.0523
N -0.28300 -2.65552 0.87975 -0.9 0.6 -0.8 0.017
H 0.26035 -3.10706 0.15717 0.4 -0.4 0.5 0.030
H -1.24410 -2.86484 0.60717 0.1 0.1 0.3 0.042
H -0.15118 -3.01327 1.81339 0.4 -0.4 -0.1 0.037
H 1.11774 -0.36903 -0.62314 0.4 -1.1 -1.5 -0.026
C 0.87063 2.14119 -1.09853 -0.9 1.7 -0.7 -0.298
S 1.03657 0.74555 0.02080 -1.6 2.0 0.8 1.093
C -0.72067 0.49667 0.42564 -0.2 -0.6 1.8 -0.289
H 0.28129 2.90376 -0.48683 1.0 -1.0 -0.5 0.095
H 0.22702 1.98884 -1.98343 0.3 -0.6 0.5 0.078
H 1.79599 2.61892 -1.45485 -0.1 -0.6 0.5 0.069
H -0.69118 -0.59353 0.57996 -0.2 0.2 0.6 -0.010
H -0.91250 1.03287 1.37841 0.3 -0.5 -0.5 0.077
H -1.58698 0.67547 -0.21551 0.9 0.5 -0.9 0.085


No. 3
14
Properties=species:S:1:pos:R:3:forces:R:3:lowdin_charge:R:1 method="wB97M-V/def2-TZVPD" de_lowest_kj_mol=37.3 gap_ev=9.9 e_lumo_ev=-3.753 homo_energy_ev=-13.6088 total_charge=+1 fmax_ha_per_bohr=0.0385
N 0.60377 -1.57267 -1.62786 -1.4 1.3 -0.4 0.250
H 1.47472 -2.07511 -1.55565 0.3 -0.3 0.2 0.141
H 0.22337 -1.24010 -0.66762 0.9 -0.8 -0.5 -0.019
H 0.72208 -0.71139 -2.16546 0.5 0.1 0.0 0.144
H -0.09620 -2.07588 -2.17225 0.0 -0.5 0.3 0.150
C -0.67890 1.46768 0.07985 0.7 -0.2 0.1 -0.170
C -0.41464 0.84131 1.45983 -0.6 -0.3 -0.9 -0.531
S 0.21977 -0.87523 1.31119 -0.2 0.3 0.5 0.773
H -1.07525 0.79125 -0.68847 -0.4 0.0 0.4 0.055
H 0.26050 1.83923 -0.33676 -0.1 0.3 0.1 0.075
H -1.37614 2.28432 0.24990 0.0 0.1 -0.4 0.083
H 0.27490 1.49172 1.99295 -0.2 -0.3 0.3 0.085
H -1.38074 0.70701 1.94598 0.3 0.3 0.4 0.066
H 1.24277 -0.87215 2.17437 0.1 0.1 -0.2 -0.102